ORCA calculation (ωB97M-V/def2-TZVPD) on a single C4H7NS molecule at a distorted geometry.

Last column: Mulliken charge in e.
Geometry (Å):
N1 0.02896 -1.05279 0.88966  -0.644
H1 -1.57519 -2.24624 0.28349  0.365
C1 0.33990 0.54830 0.58234  0.197
H2 -2.56699 -0.68179 -0.89770  0.408
C2 1.66240 0.73514 -0.03974  -1.115
C3 -0.97368 -1.36170 0.20517  -0.005
C4 -1.53403 -0.45319 -0.81066  -0.606
H3 2.23764 -0.15752 -0.12516  0.364
S1 -1.21002 1.17639 -0.12610  -0.160
H4 -0.95884 -0.70943 -1.66620  0.270
H5 2.41400 1.39283 0.57661  0.277
H6 0.41641 1.08410 1.51774  0.361
H7 1.61623 1.24078 -1.00816  0.288

Computed properties:
**Calculated total energy**: -16585.2729 eV
**Frontier orbital gap**: 9.860 eV
**Strongest force on any atom**: 3.4 eV/Å
**E_LUMO**: 0.873 eV
**Molar mass**: 101.2 g mol⁻¹
**ΔE to the lowest compared entry with this formula, charge and spin**: 1.658 eV
**SMILES**: C[C@@H]1N=CCS1

***

ORCA calculation (ωB97M-V/def2-TZVPD) on a single C4H7NS molecule at a distorted geometry.

Last column: Mulliken charge in e.
Geometry (Å):
H1 -1.20930 0.01007 1.57193  0.351
H2 1.04225 1.43242 -0.05447  0.250
C1 0.08367 -1.16561 -1.11559  -0.245
H3 -0.62060 -1.86936 -0.75956  0.239
S1 2.58995 -1.01515 0.28201  -0.285
H4 -1.46435 0.32310 -1.18826  0.255
N1 -0.43503 0.18299 -1.16300  -0.489
C2 -0.62019 0.86747 1.26846  -1.275
C3 0.27841 0.60097 0.08307  0.442
H5 0.51811 -1.54481 -2.05921  0.235
H6 0.01767 1.05763 2.13754  0.335
C4 1.05680 -0.64504 -0.12243  -0.136
H7 -1.23738 1.76533 1.11952  0.323

Computed properties:
**Calculated total energy**: -16584.9668 eV
**Frontier orbital gap**: 8.507 eV
**Strongest force on any atom**: 3.0 eV/Å
**E_LUMO**: -0.190 eV
**Molar mass**: 101.2 g mol⁻¹
**ΔE to the lowest compared entry with this formula, charge and spin**: 1.965 eV
**SMILES**: C[C@@H]1NCC1=S

***

ORCA calculation (ωB97M-V/def2-TZVPD) on a single C4H7NS molecule at a distorted geometry.

Last column: Mulliken charge in e.
Geometry (Å):
H1 -0.66020 1.02671 1.75334  0.307
C1 -0.38538 0.00790 1.37491  -1.211
H2 0.41208 -0.13851 -2.05695  0.256
C2 1.87825 -0.40347 -0.51458  -0.549
C3 0.55716 -0.19866 -0.98414  -0.379
C4 -0.50367 0.00207 -0.12766  1.049
H3 1.89812 -0.53650 0.56345  0.115
H4 -1.18150 -0.64709 1.76636  0.309
S1 3.25306 -0.39520 -1.41617  -0.296
H5 -1.76822 0.54722 -1.56588  0.239
H6 0.62658 -0.21686 1.73462  0.368
H7 -2.39695 0.68578 0.05394  0.243
N1 -1.72934 0.26662 -0.58124  -0.450

Computed properties:
**Calculated total energy**: -16586.0853 eV
**Frontier orbital gap**: 8.058 eV
**Strongest force on any atom**: 2.0 eV/Å
**E_LUMO**: 0.140 eV
**Molar mass**: 101.2 g mol⁻¹
**ΔE to the lowest compared entry with this formula, charge and spin**: 0.846 eV
**SMILES**: C/C(N)=C\C=S

***

ORCA calculation (ωB97M-V/def2-TZVPD) on a single C4H7NS molecule at a distorted geometry.

Last column: Mulliken charge in e.
Geometry (Å):
H1 2.20982 1.08524 1.07033  0.097
C1 1.77859 -0.73108 -0.55704  -0.390
H2 2.22117 -1.36917 -1.23800  0.368
N1 -0.99274 0.74312 -0.22327  -0.286
C2 -2.19433 0.84700 -0.43778  -0.309
S1 2.85190 0.52127 0.06892  -0.194
H3 -2.43359 1.40368 -1.38428  0.235
H4 -3.06274 0.43972 0.13475  0.241
H5 -1.06622 -0.70796 1.25217  0.341
C3 0.51282 -0.91775 -0.18577  -0.129
H6 0.46381 0.52728 1.50363  0.127
C4 -0.32943 -0.08334 0.74964  -0.331
H7 0.04092 -1.75801 -0.75329  0.230

Computed properties:
**Calculated total energy**: -16584.2411 eV
**Frontier orbital gap**: 9.363 eV
**Strongest force on any atom**: 3.7 eV/Å
**E_LUMO**: 0.879 eV
**Molar mass**: 101.2 g mol⁻¹
**ΔE to the lowest compared entry with this formula, charge and spin**: 2.690 eV
**SMILES**: C=NC/C=C\S